(P)
20
Properties=species:S:1:pos:R:3:nbo_charge:R:1 method="wB97M-V/def2-TZVPD" homo_lumo_gap_ev=7.96 e_homo_ev=-7.2 charge=0 spin_multiplicity=1
C -2.05420 0.15292 0.97470 -0.4721
C -1.65975 -0.78052 -0.20713 -0.2025
C -1.23844 1.40133 1.01430 -0.5877
C 1.20941 0.58858 -1.98353 -1.1373
C 2.51655 -0.50119 0.69196 -1.1370
N -0.29293 -1.23914 -0.13768 -1.0658
Si 0.91781 -0.00570 -0.20229 1.6046
H -3.12494 0.35795 0.85125 0.2038
H -1.92400 -0.40908 1.90357 0.1925
H -2.32637 -1.64538 -0.22777 0.1914
H -1.77631 -0.22500 -1.13764 0.1824
H -1.51195 2.18121 0.32450 0.1847
H -0.89723 1.74344 1.97527 0.1934
H 1.22414 -0.25759 -2.66637 0.2441
H 0.43137 1.26524 -2.31616 0.2479
H 2.16243 1.10483 -2.07204 0.2385
H 3.29667 -0.75281 -0.02187 0.2401
H 2.88620 0.31268 1.30714 0.2513
H 2.36394 -1.36033 1.33927 0.2428
H -0.20241 -1.93144 0.59051 0.3849

=====

(Q)
20
Properties=species:S:1:pos:R:3:nbo_charge:R:1 method="wB97M-V/def2-TZVPD" homo_lumo_gap_ev=9.24 e_homo_ev=-8.4 charge=0 spin_multiplicity=1 smiles="C/C=C(/C)[Si@@H](C)N"
C 0.81039 -0.15649 -2.32097 -0.6477
C 0.14781 0.93166 -1.47599 -0.1405
C 0.06985 0.90039 -0.12758 -0.4973
C -0.64743 2.01388 0.63846 -0.6503
Si 0.47651 -0.49204 1.02952 1.3880
C -1.68779 -1.13938 1.52983 -0.9427
N 1.59884 -1.61607 0.17743 -1.2348
H 0.50105 0.00872 -3.33206 0.2092
H 1.89286 -0.11278 -2.18485 0.2318
H 0.57082 -1.15560 -1.82805 0.2063
H -0.17344 1.70039 -2.20693 0.1923
H -0.56432 2.92558 -0.01650 0.2226
H -1.75222 1.91607 0.78771 0.2184
H -0.17560 2.04389 1.66640 0.2124
H 1.01150 0.09827 2.36785 -0.1809
H -1.92273 -0.35981 2.23015 0.2187
H -1.99724 -1.07965 0.47516 0.2245
H -1.44620 -2.11149 1.97599 0.2155
H 2.21123 -1.96157 0.83491 0.3759
H 1.07610 -2.35396 -0.22048 0.3785

=====

Verdict on stability: (Q) comes out at the bottom.

=====

(P)
10
Properties=species:S:1:pos:R:3:nbo_charge:R:1 method="wB97M-V/def2-TZVPD" homo_lumo_gap_ev=9.77 e_homo_ev=-10.1 charge=0 spin_multiplicity=1
C 1.79080 0.66481 0.13335 -0.2252
C 0.97319 -0.13920 -0.51989 -0.3534
C -0.40111 -0.10348 -0.20319 0.7585
O -0.88258 0.50200 0.75303 -0.6345
O -1.28252 -0.79664 -0.91127 -0.7269
O -3.09003 -1.24975 0.98548 -1.0299
P -2.74131 -0.24230 0.03292 1.5487
H 2.84726 0.85073 0.00048 0.2104
H 1.38799 1.30407 0.96746 0.2138
H 1.39831 -0.79024 -1.23837 0.2385

=====

(Q)
10
Properties=species:S:1:pos:R:3:nbo_charge:R:1 method="wB97M-V/def2-TZVPD" homo_lumo_gap_ev=7.34 e_homo_ev=-8.3 charge=0 spin_multiplicity=1
C -0.81609 1.19626 0.53919 -0.6641
C 0.08518 0.08231 0.29160 0.4552
C -2.09315 1.47626 0.42947 0.8217
O -3.20956 1.75310 0.18911 -0.3819
O -0.17712 -0.95444 -0.31866 -0.5630
O 2.51379 -1.83268 0.13889 -1.0971
P 1.30480 -2.38621 -0.52727 1.1472
H -0.22497 2.06117 0.72001 0.2828
H 1.06381 0.41415 0.46676 0.1777
H 1.55331 -1.80993 -1.92910 -0.1785

=====

Verdict on stability: (Q) comes out at the bottom.

=====

(P)
7
Properties=species:S:1:pos:R:3:nbo_charge:R:1 method="wB97M-V/def2-TZVPD" homo_lumo_gap_ev=10.55 e_homo_ev=-10.0 charge=0 spin_multiplicity=1 smiles=O[SiH2]S
O -0.09389 -0.78198 -1.05661 -1.0917
Si -0.40063 0.55333 -0.16431 1.3342
S 0.12846 -0.02477 1.85095 -0.4874
H 0.13237 -1.60548 -0.61994 0.5089
H 0.31519 1.42362 -0.93052 -0.2360
H -1.73455 1.29268 -0.00129 -0.2069
H -1.01340 0.50811 2.45869 0.1791

=====

(Q)
7
Properties=species:S:1:pos:R:3:nbo_charge:R:1 method="wB97M-V/def2-TZVPD" homo_lumo_gap_ev=8.79 e_homo_ev=-10.1 charge=0 spin_multiplicity=1
O -1.40113 -0.80285 -0.11218 -1.0538
Si -0.24894 0.41067 -0.17487 1.2755
S 1.84137 0.00379 0.15028 -0.4626
H -1.34056 -1.26941 -0.88861 0.4794
H 0.06310 0.62075 -1.56521 -0.2137
H -1.04370 1.40355 0.46339 -0.1852
H 2.12986 -0.36651 2.12722 0.1603

=====

Verdict on stability: (Q) comes out at the bottom.

=====

(P)
13
Properties=species:S:1:pos:R:3:nbo_charge:R:1 method="wB97M-V/def2-TZVPD" homo_lumo_gap_ev=7.24 e_homo_ev=-2.9 charge=-1 spin_multiplicity=1
C 1.90689 1.30385 0.70212 -0.2686
O 0.43413 1.20131 0.70101 -0.9974
H 2.57835 0.34507 0.90172 0.0998
H 2.21222 2.15120 1.46412 0.1166
H 2.08494 1.65198 -0.31528 0.1368
N -0.39521 -0.31978 -1.44553 -0.8914
C -1.38755 -1.06944 -0.59155 0.1079
O -0.80422 -1.13410 0.68673 -0.7725
H -0.12601 -1.01161 -2.22440 0.3288
H 0.23461 0.00450 -0.75036 0.4091
H -1.88267 -1.96115 -0.97859 0.1334
H -2.34772 -0.39590 -0.49122 0.0928
H -0.14258 -0.48983 0.74736 0.5048

=====

(Q)
13
Properties=species:S:1:pos:R:3:nbo_charge:R:1 method="wB97M-V/def2-TZVPD" homo_lumo_gap_ev=7.27 e_homo_ev=-2.9 charge=-1 spin_multiplicity=1
C 0.65147 0.86368 1.27772 -0.4238
N 0.09451 -0.24120 0.50608 -0.7484
C -0.98505 0.33911 -0.55545 0.1635
O -1.84389 1.14311 -0.03695 -0.8983
H 1.72527 0.95357 1.11083 0.1595
H 0.19912 1.80854 0.99039 0.2078
H 0.52456 0.76137 2.35498 0.1638
H -0.52797 -0.77436 1.10055 0.3383
H -0.28613 0.75783 -1.33486 0.0519
H -1.29016 -0.64201 -0.98744 0.0642
H 0.99530 -1.18838 -0.58424 0.5015
H 1.75113 -2.51810 -0.58809 0.4380
O 1.61242 -1.75238 -1.15939 -1.0178

=====

Verdict on stability: (P) comes out at the bottom.